(1)
The following is a DFT calculation (wB97M-V/def2-TZVPD) of one molecule with the formula C4H7FN2O.

Values from the calculation:
- Frontier orbital gap: 8.860 eV
- E: -12006.346 eV
- Total charge: 0
- E_HOMO: -0.2983 Ha
- M: 118.11 g mol⁻¹
- Energy above the lowest of the compared OMol25 structures with the same formula, charge and spin: 16.4 kcal per mole
- SMILES: CN/C=C(\F)C(N)=O

Each line ends with the natural charge from an NBO analysis.
Atoms and positions in Å:
C: 0.180 2.424 -0.217  -0.41
N: 1.164 1.400 -0.171  -0.58
C: 0.989 0.084 0.054  0.02
C: -0.166 -0.590 0.001  0.12
F: -1.340 0.084 -0.174  -0.35
C: -0.231 -2.018 0.396  0.61
N: -1.493 -2.523 0.276  -0.82
O: 0.709 -2.625 0.856  -0.62
H: 0.710 3.374 -0.088  0.20
H: -0.281 2.404 -1.204  0.19
H: -0.675 2.333 0.504  0.22
H: 2.103 1.711 -0.306  0.39
H: 1.948 -0.466 0.226  0.24
H: -1.541 -3.541 0.265  0.40
H: -2.079 -2.051 -0.418  0.39

(2)
The following is a DFT calculation (wB97M-V/def2-TZVPD) of one molecule with the formula C4H7FN2O4.

Values from the calculation:
- Frontier orbital gap: 10.256 eV
- E: -18145.678 eV
- Total charge: 0
- E_HOMO: -0.3990 Ha
- M: 166.11 g mol⁻¹
- Energy above the lowest of the compared OMol25 structures with the same formula, charge and spin: 0.0 kcal per mole
- SMILES: C[C@H](O)[C@@](F)(C(N)=O)[N+](=O)[O-]

Each line ends with the natural charge from an NBO analysis.
Atoms and positions in Å:
C: 1.986 1.225 0.147  -0.64
C: 1.173 0.023 0.356  0.07
O: 1.790 -1.068 -0.232  -0.71
C: -0.250 0.128 -0.243  0.34
F: -0.273 0.343 -1.613  -0.33
C: -1.087 -1.163 0.018  0.62
N: -2.042 -1.575 -0.845  -0.78
O: -0.963 -1.806 1.078  -0.59
N: -1.106 1.281 0.250  0.53
O: -0.602 1.886 1.172  -0.35
O: -2.210 1.261 -0.155  -0.33
H: 1.693 1.566 -0.858  0.21
H: 1.608 1.955 0.840  0.24
H: 3.005 1.019 0.386  0.24
H: 1.077 -0.105 1.488  0.20
H: 1.384 -1.934 0.031  0.49
H: -2.429 -1.091 -1.565  0.40
H: -2.753 -1.945 -0.254  0.40

(3)
The following is a DFT calculation (wB97M-V/def2-TZVPD) of one molecule with the formula C4H7FN2S.

Values from the calculation:
- Frontier orbital gap: 9.146 eV
- E: -20789.727 eV
- Total charge: 0
- E_HOMO: -0.3181 Ha
- M: 134.18 g mol⁻¹
- Energy above the lowest of the compared OMol25 structures with the same formula, charge and spin: 110.9 kcal per mole
- SMILES: F[C@H]1CNN=CSC1

Each line ends with the natural charge from an NBO analysis.
Atoms and positions in Å:
F: 2.007 -1.085 -1.095  -0.38
C: 1.293 -0.450 0.036  0.16
C: 0.933 1.019 -0.183  -0.29
N: -0.482 1.326 -0.782  -0.49
N: -1.737 0.923 -0.188  -0.27
C: -2.037 -0.345 -0.358  -0.15
S: -1.116 -1.738 -0.645  0.35
C: 0.066 -1.338 0.574  -0.66
H: 1.930 -0.442 1.037  0.18
H: 1.788 1.671 -0.715  0.25
H: 0.986 1.547 0.942  0.19
H: -0.527 2.416 -0.832  0.37
H: -3.103 -0.572 -0.573  0.21
H: -0.610 -0.694 1.421  0.27
H: 0.608 -2.238 1.360  0.26

(4)
The following is a DFT calculation (wB97M-V/def2-TZVPD) of an isolated ion of composition C4H7FN3O and charge +1.

Values from the calculation:
- Frontier orbital gap: 8.713 eV
- E: -13487.550 eV
- Total charge: +1
- E_HOMO: -0.4663 Ha
- M: 132.12 g mol⁻¹
- Energy above the lowest of the compared OMol25 structures with the same formula, charge and spin: 16.1 kcal per mole

Each line ends with the natural charge from an NBO analysis.
Atoms and positions in Å:
C: 1.225 0.741 -0.843  0.39
C: -0.524 -0.248 1.236  0.22
C: 0.649 0.308 1.498  0.25
C: -1.105 -0.114 -0.934  0.23
N: 1.411 0.851 0.447  -0.49
N: 0.167 0.233 -1.458  -0.57
N: -1.660 -1.240 -1.435  -0.78
O: 1.293 0.524 2.674  -0.67
F: -1.305 -0.919 2.069  -0.30
H: 2.032 1.083 -1.480  0.24
H: -1.789 0.709 -0.768  0.23
H: 2.271 1.268 0.799  0.46
H: 0.262 0.068 -2.457  0.44
H: -2.618 -1.435 -1.188  0.42
H: -1.085 -2.055 -1.591  0.41
H: 0.775 0.227 3.432  0.52

(5)
The following is a DFT calculation (wB97M-V/def2-TZVPD) of a 2-piece molecular cluster, C4H7FNO4 overall.

Values from the calculation:
- Frontier orbital gap: 7.263 eV
- E: -16655.074 eV
- Total charge: -1
- E_HOMO: -0.1287 Ha
- M: 152.10 g mol⁻¹
- Energy above the lowest of the compared OMol25 structures with the same formula, charge and spin: 77.6 kcal per mole

Each line ends with the natural charge from an NBO analysis.
Atoms and positions in Å:
C: -0.448 1.025 -0.372  0.72
C: 1.397 -0.277 1.488  -0.28
C: 1.574 -0.658 -0.772  0.08
C: 0.519 0.059 -1.138  0.18
N: -2.431 -0.689 0.287  -0.54
O: -1.413 1.318 -1.359  -0.74
O: 0.166 1.915 0.277  -0.76
O: 2.107 -0.982 0.415  -0.51
O: -1.609 0.191 0.931  -0.62
F: 0.237 -0.045 -2.443  -0.34
H: 2.060 -0.441 2.237  0.15
H: 0.505 -0.615 1.841  0.20
H: 1.307 0.715 1.326  0.23
H: 2.236 -1.249 -1.607  0.16
H: -2.315 -0.555 -0.661  0.31
H: -1.970 -1.568 0.336  0.28
H: -1.921 1.855 -0.786  0.48

(6)
The following is a DFT calculation (wB97M-V/def2-TZVPD) of a 2-piece molecular cluster, C4H7FO overall.

Values from the calculation:
- Frontier orbital gap (alpha / beta): 8.050 / 8.049 eV
- E: -9022.400 eV
- Total charge: 0
- E_HOMO (alpha / beta): -0.2903 / -0.2903 Ha
- M: 90.10 g mol⁻¹
- Energy above the lowest of the compared OMol25 structures with the same formula, charge and spin: 89.3 kcal per mole

Each line ends with the natural charge from an NBO analysis.
Atoms and positions in Å:
C: -0.689 -0.057 2.822  -0.54
C: -0.483 0.366 1.584  0.13
C: 0.001 -0.324 -2.065  -0.73
C: 0.562 0.566 -1.089  0.59
O: -0.219 -0.398 0.556  -0.62
F: 0.362 1.831 -1.162  -0.29
H: -0.927 0.580 3.573  0.18
H: -0.659 -1.093 3.197  0.18
H: -0.403 1.386 1.624  0.15
H: -1.129 -0.337 -1.935  0.26
H: 0.199 -1.306 -1.817  0.26
H: 0.395 -0.168 -2.979  0.24
H: 1.664 0.514 -0.793  0.17

(7)
The following is a DFT calculation (wB97M-V/def2-TZVPD) of one molecule with the formula C4H7FO.

Values from the calculation:
- Frontier orbital gap: 10.349 eV
- E: -9024.146 eV
- Total charge: 0
- E_HOMO: -0.3459 Ha
- M: 90.10 g mol⁻¹
- Energy above the lowest of the compared OMol25 structures with the same formula, charge and spin: 49.0 kcal per mole
- SMILES: C=C(F)COC

Each line ends with the natural charge from an NBO analysis.
Atoms and positions in Å:
C: -2.353 -0.609 -0.090  -0.53
C: -1.155 -0.027 -0.046  0.42
F: -0.981 1.242 0.043  -0.29
C: 0.224 -0.726 0.108  -0.14
O: 1.226 0.377 -0.008  -0.55
C: 2.532 -0.141 -0.072  -0.25
H: -2.419 -1.690 -0.081  0.21
H: -3.254 -0.067 -0.025  0.22
H: 0.199 -1.240 1.167  0.19
H: 0.542 -1.398 -0.649  0.20
H: 2.883 -0.080 -1.148  0.18
H: 2.475 -1.121 0.326  0.17
H: 3.103 0.419 0.692  0.19

(8)
The following is a DFT calculation (wB97M-V/def2-TZVPD) of one molecule with the formula C4H7FO.

Values from the calculation:
- Frontier orbital gap: 11.472 eV
- E: -9023.431 eV
- Total charge: 0
- E_HOMO: -0.3852 Ha
- M: 90.10 g mol⁻¹
- Energy above the lowest of the compared OMol25 structures with the same formula, charge and spin: 65.5 kcal per mole
- SMILES: FCC[C@@H]1CO1

Each line ends with the natural charge from an NBO analysis.
Atoms and positions in Å:
F: 2.081 0.061 -1.811  -0.41
C: 1.136 0.253 -0.681  0.04
C: 0.076 -0.728 -0.742  -0.47
C: -0.900 -0.352 0.200  0.05
C: -0.777 0.722 1.303  -0.12
O: -0.537 -0.692 1.510  -0.51
H: 0.868 1.290 -0.958  0.18
H: 1.745 0.218 0.175  0.19
H: -0.585 -0.653 -1.795  0.23
H: 0.503 -1.808 -0.376  0.25
H: -1.920 -0.623 0.026  0.19
H: -0.001 1.376 1.303  0.18
H: -1.689 0.936 1.847  0.20

(9)
The following is a DFT calculation (wB97M-V/def2-TZVPD) of one molecule with the formula C4H7FS.

Values from the calculation:
- Frontier orbital gap: 9.918 eV
- E: -17812.948 eV
- Total charge: 0
- E_HOMO: -0.3318 Ha
- M: 106.16 g mol⁻¹
- Energy above the lowest of the compared OMol25 structures with the same formula, charge and spin: 32.1 kcal per mole
- SMILES: C/C(=C\F)CS

Each line ends with the natural charge from an NBO analysis.
Atoms and positions in Å:
C: 0.953 -0.435 0.844  -0.65
C: -0.331 -0.027 0.247  -0.09
C: -1.296 -0.962 0.339  0.24
F: -1.027 -2.214 0.715  -0.33
C: -0.339 1.275 -0.482  -0.52
S: 0.329 1.105 -2.168  -0.04
H: 0.921 -1.382 1.310  0.23
H: 1.783 -0.448 0.201  0.21
H: 1.242 0.310 1.539  0.21
H: -2.286 -0.847 -0.060  0.17
H: 0.313 1.887 0.025  0.21
H: -1.233 1.836 -0.549  0.23
H: 0.971 -0.097 -1.962  0.13